No. 1
C22H32N4O5TeY as an isolated structure in a non-equilibrium geometry. Source: the Open Molecules 2025 dataset; level of theory: the ωB97M-V functional and the def2-TZVPD basis.

Structure (ORCA input):
```
! RIJCOSX wB97M-V def2-TZVPD def2/J DEFGRID3
* xyz 1 1
Y 0.6132 0.5773 1.3212
O 2.0291 -0.5564 -0.5802
C 3.0456 0.1915 -1.2921
C 3.5253 1.2989 -0.3932
N 2.3935 2.0571 0.1670
C 1.7299 2.9205 -0.8272
C 0.2310 3.0519 -0.5908
O -0.4202 3.8071 -1.2641
O -0.2313 2.2483 0.3509
C 2.8361 2.8488 1.3568
C 2.8106 1.8389 2.4930
O 3.8106 1.2069 2.7920
O 1.5968 1.5869 2.9266
H 1.7349 -1.2704 -1.1523
H 2.6203 0.5717 -2.2209
H 3.8832 -0.4610 -1.5321
H 4.1955 1.9498 -0.9619
H 4.0929 0.8806 0.4338
H 1.8424 2.5016 -1.8262
H 2.1713 3.9185 -0.8437
H 2.1033 3.6291 1.5444
H 3.8272 3.2804 1.2244
N -1.1909 1.3258 2.9122
C -1.6343 0.2894 3.8659
C -1.9321 -0.9798 3.1039
N -0.7237 -1.4899 2.4123
C 0.1706 -2.2909 3.2874
C 1.4763 -1.5814 3.5871
N 2.1156 -1.1824 2.3155
H -0.7318 2.0848 3.4029
H -1.9862 1.7352 2.4342
H -2.5128 0.5898 4.4343
H -0.8296 0.1173 4.5812
H -2.6881 -0.7702 2.3476
H -2.3482 -1.7302 3.7799
H -1.0451 -2.0892 1.6648
H 0.3928 -3.2302 2.7783
H -0.3343 -2.5447 4.2205
H 2.1104 -2.2473 4.1723
H 1.3124 -0.6772 4.1704
H 2.4485 -2.0063 1.8322
H 2.9469 -0.6348 2.5476
Te -1.8222 0.0704 -0.5559
C -2.5688 -1.7627 -1.2750
C -3.9340 -1.8648 -1.5335
C -4.4433 -3.0322 -2.0921
C -3.5955 -4.0919 -2.3887
C -2.2360 -3.9938 -2.1181
C -1.7219 -2.8314 -1.5579
C -1.2238 0.7292 -2.4650
C -0.1973 0.0830 -3.1468
C 0.1702 0.5124 -4.4160
C -0.4848 1.5930 -4.9963
C -1.5147 2.2286 -4.3168
C -1.8907 1.7980 -3.0491
H -4.5977 -1.0370 -1.3112
H -5.5036 -3.1105 -2.2971
H -3.9939 -4.9967 -2.8325
H -1.5758 -4.8225 -2.3423
H -0.6600 -2.7644 -1.3433
H 0.2833 -0.7823 -2.7148
H 0.9556 -0.0039 -4.9565
H -0.1936 1.9352 -5.9821
H -2.0282 3.0690 -4.7687
H -2.6809 2.3094 -2.5161
*
```

The calculation puts the highest occupied orbital energy at -0.4194 hartree. The value obtained for the energy relative to the best compared isomer or geometry (same formula, charge and spin) is 24.3 kJ/mol. The value obtained for the LUMO energy is -0.093 hartree.

Here are the Löwdin charges for atoms 1 to 5, given in e: 1.352, -0.147, -0.175, -0.147, -0.199

No. 2
One molecule with the formula C4H8O2. Source: the Open Molecules 2025 dataset; level of theory: the ωB97M-V functional and the def2-TZVPD basis.

Structure (ORCA input):
```
! RIJCOSX wB97M-V def2-TZVPD def2/J DEFGRID3
* xyz 0 1
C -1.2730 -1.1381 0.4550
C -0.2443 0.0440 0.3907
C 1.1723 0.0177 -0.3439
O 2.0170 0.9717 0.2902
C -0.7928 1.1262 -0.4916
O -1.5151 0.8812 -1.4303
H -2.2975 -0.7252 0.4503
H -1.2064 -1.7520 1.3639
H -1.2284 -1.7853 -0.4184
H -0.0290 0.3811 1.4165
H 1.6058 -0.9759 -0.3347
H 1.1342 0.3406 -1.4070
H 2.8670 0.5532 0.4418
H -0.2097 2.0609 -0.3825
*
```

The calculation puts the highest occupied orbital energy at -0.3529 hartree. As for the SMILES: C[C@H](C=O)CO. The value obtained for the energy relative to the best compared isomer or geometry (same formula, charge and spin) is 181.0 kJ/mol. The value obtained for the LUMO energy is 0.027 hartree.

Here are the Löwdin charges for atoms 1 to 5, given in e: -0.055, -0.264, -0.211, -0.069, -0.282

No. 3
A 8-piece molecular cluster, BH18O7 overall. Source: the Open Molecules 2025 dataset; level of theory: the ωB97M-V functional and the def2-TZVPD basis.

Structure (ORCA input):
```
! RIJCOSX wB97M-V def2-TZVPD def2/J DEFGRID3
* xyz -1 1
B -0.1149 0.0571 -0.1581
H -0.6589 -0.7854 -0.8110
H 0.9983 0.2343 -0.5801
H -0.8130 1.0320 -0.2274
H -0.0471 -0.3176 0.9802
O 0.8839 2.9384 1.1262
H 0.6598 2.0167 0.9354
H 1.8124 2.9061 1.3707
O 2.8619 -0.6953 1.1655
H 3.5654 -0.0987 0.8988
H 2.1575 -0.5356 0.5187
O 0.5208 -2.1536 -2.8094
H 0.9385 -2.7596 -2.1918
H 0.4030 -1.3474 -2.2914
O -0.6334 -3.0230 0.8367
H -1.5351 -3.0004 1.1651
H -0.3869 -2.0878 0.7600
O -3.0608 -0.4453 -1.7950
H -2.1756 -0.6194 -1.4359
H -3.3680 0.2995 -1.2721
O -1.1993 0.4544 3.1630
H -0.9168 0.2740 2.2510
H -2.1267 0.2068 3.1785
O 0.7842 2.6199 -1.9708
H 0.9496 3.0823 -1.1415
H 0.5013 1.7475 -1.6651
*
```

The calculation puts the highest occupied orbital energy at -0.2676 hartree. The value obtained for the energy relative to the best compared isomer or geometry (same formula, charge and spin) is 1.3 kJ/mol. The value obtained for the LUMO energy is 0.110 hartree.

Here are the Löwdin charges for atoms 1 to 5, given in e: -0.353, -0.033, -0.005, 0.009, -0.023

No. 4
One molecule with the formula C5H9NO in a non-equilibrium geometry. Source: the Open Molecules 2025 dataset; level of theory: the ωB97M-V functional and the def2-TZVPD basis.

Structure (ORCA input):
```
! RIJCOSX wB97M-V def2-TZVPD def2/J DEFGRID3
* xyz 0 1
C -1.7230 -0.0812 -0.4949
C -0.6399 -0.3437 0.5448
O -0.1944 -1.6884 0.4883
C 0.6356 0.5568 0.4130
C 1.8895 -0.1922 -0.0654
C 0.3982 1.7266 -0.4485
N 0.2347 2.6507 -1.1256
H -2.0885 0.9474 -0.4370
H -2.5737 -0.7478 -0.3119
H -1.3505 -0.2611 -1.5073
H -1.0665 -0.1462 1.5398
H -0.9743 -2.2556 0.5251
H 0.8562 0.9633 1.4065
H 2.7388 0.4947 -0.0915
H 1.7493 -0.6169 -1.0608
H 2.1085 -1.0065 0.6254
*
```

The calculation puts the highest occupied orbital energy at -0.3957 hartree. As for the SMILES: C[C@@H](O)[C@@H](C)C#N. The value obtained for the energy relative to the best compared isomer or geometry (same formula, charge and spin) is 110.0 kJ/mol. The value obtained for the LUMO energy is 0.023 hartree.

Here are the Löwdin charges for atoms 1 to 5, given in e: -0.052, -0.398, -0.049, -0.288, -0.055

No. 5
A 15-piece molecular cluster, C72H189N15O21 overall in a non-equilibrium geometry. Source: the Open Molecules 2025 dataset; level of theory: the ωB97M-V functional and the def2-TZVPD basis.

Structure (ORCA input):
```
! RIJCOSX wB97M-V def2-TZVPD def2/J DEFGRID3
* xyz 1 2
C 8.5901 9.2936 3.6056
O 9.5027 8.2952 3.2434
C 9.5896 7.1915 4.1803
C 10.6266 6.0856 3.8013
N 11.9680 6.6833 3.6393
C 13.0198 5.7688 3.1352
C 12.8314 5.2771 1.6676
O 11.8692 4.2404 1.4580
C 12.2881 3.0297 2.0361
H 7.5966 8.8555 3.7013
H 8.6597 10.0499 2.8238
H 8.8906 9.6953 4.5733
H 8.6050 6.7711 4.3851
H 9.9155 7.5668 5.1503
H 10.3703 5.7646 2.7917
H 10.6403 5.2745 4.5292
H 11.7912 7.3630 2.9135
H 13.1540 4.8911 3.7674
H 13.9121 6.3947 3.1266
H 13.7890 4.8658 1.3485
H 12.5414 6.1424 1.0717
H 13.2567 2.6328 1.7321
H 11.5110 2.2890 1.8474
H 12.1824 3.1261 3.1167
C 6.1016 2.0499 0.5049
O 5.9095 1.3781 -0.7161
C 5.2566 0.0985 -0.6223
C 5.0988 -0.5813 -2.0106
N 6.4728 -0.7112 -2.4402
C 6.6789 -1.3198 -3.7285
C 6.1982 -0.4352 -4.9363
O 4.7692 -0.4208 -4.9025
C 4.2311 0.2918 -6.0749
H 5.1938 1.9231 1.0948
H 6.3160 3.1004 0.3084
H 6.9526 1.6748 1.0734
H 4.3023 0.1843 -0.1026
H 5.8530 -0.4421 0.1126
H 4.6119 0.1650 -2.6383
H 4.4804 -1.4786 -1.9851
H 6.9526 0.1729 -2.3495
H 6.2688 -2.3284 -3.6756
H 7.7656 -1.3481 -3.8083
H 6.5003 -0.8901 -5.8796
H 6.5970 0.5762 -4.8578
H 3.1962 0.0508 -6.3179
H 4.8188 -0.0279 -6.9354
H 4.3087 1.3753 -5.9850
C 6.8396 6.1146 1.5243
O 7.4461 6.5745 0.3120
C 8.8266 6.4345 0.2498
C 9.5703 7.1542 -0.9208
N 9.5037 8.5803 -0.8011
C 10.2154 9.3393 -1.8315
C 9.9216 10.8458 -1.8313
O 8.5398 11.0603 -2.0026
C 8.2049 11.1502 -3.3494
H 6.7680 6.8490 2.3265
H 7.3788 5.2199 1.8357
H 5.8066 5.7820 1.4224
H 9.1130 5.3897 0.1291
H 9.1806 6.9163 1.1612
H 9.1847 6.8819 -1.9033
H 10.6087 6.8598 -0.7690
H 8.5447 8.8971 -0.8045
H 9.9401 8.9718 -2.8201
H 11.2995 9.3134 -1.7207
H 10.4922 11.3700 -2.5980
H 10.2227 11.3315 -0.9032
H 8.6789 12.0620 -3.7127
H 7.1213 11.1598 -3.4668
H 8.6430 10.3248 -3.9107
C 14.1240 -0.2285 2.6669
O 14.2674 0.8563 3.6113
C 15.6408 1.2990 3.6287
C 15.8205 2.2540 4.7796
N 15.8007 1.4968 6.0578
C 15.8870 2.4982 7.0799
C 15.8485 1.8656 8.4708
O 17.1083 1.2782 8.7880
C 17.0709 0.6022 10.0110
H 14.4846 0.0325 1.6720
H 13.0732 -0.5164 2.6990
H 14.7103 -1.0656 3.0460
H 15.8169 1.8742 2.7197
H 16.3019 0.4450 3.7768
H 15.1163 3.0770 4.6583
H 16.8071 2.7141 4.7256
H 16.5796 0.8537 6.0570
H 15.0886 3.2371 7.0121
H 16.8851 2.9361 7.0620
H 15.1190 1.0568 8.4293
H 15.5906 2.7068 9.1142
H 16.6385 1.2321 10.7884
H 18.0472 0.1967 10.2766
H 16.3726 -0.2329 10.0652
C 11.7341 -7.6379 -5.5599
O 11.6936 -6.2371 -5.8838
C 10.6631 -5.9076 -6.7586
C 10.5216 -4.4494 -7.1054
N 10.1268 -3.6703 -5.9123
C 9.9283 -2.2595 -6.3306
C 10.3746 -1.3188 -5.1736
O 11.7449 -1.4267 -4.9361
C 12.1865 -1.0562 -3.6549
H 12.0850 -8.2799 -6.3679
H 10.7898 -7.9605 -5.1213
H 12.4778 -7.8138 -4.7826
H 9.7108 -6.3514 -6.4683
H 10.8376 -6.3521 -7.7384
H 9.7680 -4.3892 -7.8906
H 11.5040 -4.0901 -7.4119
H 10.7945 -3.6667 -5.1544
H 8.8782 -2.0699 -6.5527
H 10.4286 -2.0292 -7.2712
H 9.8267 -1.5692 -4.2653
H 10.1324 -0.2605 -5.2716
H 12.0303 -1.7902 -2.8644
H 11.8382 -0.0927 -3.2829
H 13.2611 -0.9128 -3.7675
C 12.2765 5.4507 -2.9971
O 12.5153 6.8601 -3.1520
C 13.6178 7.2988 -2.3864
C 14.1119 8.6116 -2.9427
N 14.8824 8.4222 -4.1804
C 15.2212 9.7825 -4.7110
C 15.8798 9.8016 -6.0691
O 16.0348 11.1770 -6.4433
C 16.7640 11.2930 -7.6266
H 13.0199 4.7917 -3.4456
H 11.3933 5.2827 -3.6134
H 12.0255 5.1123 -1.9918
H 14.4207 6.5790 -2.5453
H 13.1873 7.3556 -1.3866
H 14.8492 9.0925 -2.2998
H 13.2766 9.3032 -3.0523
H 14.3117 7.9716 -4.8813
H 15.8616 10.2809 -3.9833
H 14.2916 10.3504 -4.7491
H 15.4136 9.1471 -6.8055
H 16.8689 9.3472 -6.0118
H 16.9388 12.3631 -7.7379
H 16.2327 10.8556 -8.4719
H 17.8136 11.0076 -7.5561
C 3.6247 3.1042 -3.6499
C 3.2278 3.7173 -2.2790
C 2.4768 2.9089 -1.1595
O 2.2243 3.7286 -0.0464
C 1.7361 2.9828 1.0681
N 4.4412 4.1910 -1.6108
H 4.3235 2.2751 -3.5379
H 4.0157 3.8447 -4.3477
H 2.7759 2.6177 -4.1305
H 2.5515 4.5418 -2.5049
H 3.0211 2.0143 -0.8570
H 1.5002 2.5428 -1.4764
H 0.9481 2.3298 0.6930
H 1.3497 3.7133 1.7788
H 2.4709 2.3617 1.5805
H 5.0489 3.3990 -1.4574
H 4.1835 4.4554 -0.6707
C 10.3878 -5.9135 0.8415
C 11.5363 -4.9488 1.2001
C 11.4548 -4.4808 2.6411
O 12.3945 -3.4544 2.8512
C 12.3335 -3.0979 4.2434
N 12.7789 -5.7140 1.0300
H 10.5111 -6.3138 -0.1648
H 9.4489 -5.3618 0.8877
H 10.3857 -6.7302 1.5633
H 11.5034 -4.1305 0.4808
H 11.7199 -5.3133 3.2928
H 10.4506 -4.1366 2.8884
H 13.0161 -2.2646 4.4101
H 12.5568 -3.9870 4.8331
H 11.4151 -2.6377 4.6081
H 13.0360 -5.6583 0.0548
H 13.3795 -5.0325 1.4715
C 8.7012 5.2868 -5.0583
C 7.5826 4.2794 -5.3988
C 8.0488 3.2695 -6.5005
O 7.0299 2.3109 -6.8186
C 7.3119 1.4777 -7.9177
N 7.1186 3.6372 -4.1524
H 8.4917 6.2522 -5.5189
H 9.7075 4.9327 -5.2818
H 8.7305 5.5519 -4.0014
H 6.7070 4.8035 -5.7820
H 9.0193 2.8469 -6.2403
H 8.3161 3.9285 -7.3266
H 7.1186 2.0079 -8.8503
H 6.7170 0.5802 -7.7488
H 8.3403 1.1285 -7.8254
H 6.3599 4.1618 -3.7409
H 6.6889 2.7788 -4.4664
C 6.7612 -7.7511 -2.0698
C 6.7934 -6.6455 -3.0598
C 8.1321 -5.8968 -3.1150
O 8.4124 -5.0283 -2.0017
C 9.5420 -4.1263 -2.2801
N 6.5284 -7.2883 -4.3833
H 5.7149 -8.0429 -1.9796
H 7.0124 -7.4184 -1.0626
H 7.4425 -8.5918 -2.2009
H 6.0159 -5.9034 -2.8783
H 7.9578 -5.3284 -4.0286
H 9.0067 -6.5110 -3.3295
H 9.4059 -3.4637 -3.1348
H 10.4764 -4.6501 -2.4818
H 9.6554 -3.5663 -1.3519
H 6.3082 -6.5396 -5.0244
H 5.7334 -7.9112 -4.3871
C 11.7351 2.0585 -6.0072
C 13.2191 2.2072 -6.3820
C 13.3712 2.4790 -7.9014
O 13.3466 1.2166 -8.5552
C 13.3333 1.3117 -10.0056
N 13.8332 3.3036 -5.6019
H 11.1631 2.9864 -6.0070
H 11.6118 1.6097 -5.0216
H 11.2564 1.4302 -6.7584
H 13.7522 1.2866 -6.1448
H 14.2452 3.0650 -8.1857
H 12.5884 3.1602 -8.2350
H 13.3135 0.2747 -10.3408
H 14.1815 1.8383 -10.4430
H 12.4430 1.8574 -10.3182
H 13.8105 3.1173 -4.6095
H 14.7926 3.3760 -5.9089
C 5.7583 -4.9546 0.4484
C 5.9997 -3.4948 -0.0604
C 7.2588 -2.8779 0.5189
O 7.0980 -2.7715 1.9500
C 8.0930 -1.8395 2.5219
N 5.8705 -3.6207 -1.4776
H 5.1199 -5.5731 -0.1825
H 5.2155 -4.9273 1.3933
H 6.6765 -5.5249 0.5886
H 5.2496 -2.7366 0.1641
H 7.5097 -1.9264 0.0499
H 8.1373 -3.4791 0.2845
H 8.0320 -0.8877 1.9942
H 9.1042 -2.2311 2.6332
H 7.7985 -1.6778 3.5588
H 6.4482 -4.4187 -1.7003
H 6.3766 -2.8068 -1.7964
C 16.9171 0.7422 -3.9394
C 16.9699 1.9022 -2.8600
C 15.7066 1.9294 -1.9343
O 14.5407 2.3194 -2.6656
C 13.4214 2.1492 -1.8338
N 18.2271 1.7293 -2.0779
H 17.0993 -0.2368 -3.4963
H 17.6881 0.8300 -4.7048
H 15.9424 0.6788 -4.4231
H 17.0353 2.8368 -3.4170
H 15.9498 2.6595 -1.1623
H 15.5466 0.9736 -1.4354
H 12.5501 2.4747 -2.4020
H 13.5377 2.8288 -0.9896
H 13.3118 1.0902 -1.6002
H 18.9400 1.9303 -2.7645
H 18.3673 2.3258 -1.2749
C 9.7015 2.7913 -1.0976
C 9.4370 1.4382 -1.7907
C 9.6102 0.1810 -0.8345
O 10.9499 0.1378 -0.3102
C 11.2635 -1.0898 0.3050
N 8.1225 1.6180 -2.3125
H 9.1020 2.7784 -0.1874
H 9.4727 3.7038 -1.6481
H 10.7554 2.9064 -0.8441
H 10.1221 1.2656 -2.6208
H 9.5480 -0.6480 -1.5395
H 8.8992 0.1312 -0.0098
H 12.3116 -1.0831 0.6043
H 11.1413 -1.8224 -0.4927
H 10.6362 -1.2745 1.1770
H 7.5936 1.8664 -1.4887
H 8.1195 2.4936 -2.8160
C 14.7702 -2.4787 -0.5291
C 15.6167 -3.5187 -1.3295
C 14.7354 -4.2994 -2.3530
O 13.6862 -5.0959 -1.7019
C 12.9153 -5.9230 -2.6034
N 16.7647 -2.8539 -1.9567
H 14.5373 -1.5989 -1.1288
H 15.3168 -2.2104 0.3749
H 13.7804 -2.8998 -0.3524
H 15.9787 -4.2591 -0.6161
H 15.3690 -4.8281 -3.0651
H 14.2380 -3.5881 -3.0124
H 12.2664 -5.2686 -3.1854
H 12.3476 -6.6522 -2.0253
H 13.5666 -6.3704 -3.3542
H 17.3944 -3.4760 -2.4432
H 17.3380 -2.3805 -1.2731
*
```

The calculation puts the highest occupied orbital energy (alpha / beta) at -0.3432 / -0.3431 hartree. The value obtained for the energy relative to the best compared isomer or geometry (same formula, charge and spin) is 103.9 kJ/mol. The value obtained for the LUMO energy (alpha / beta) is -0.083 / -0.278 hartree.

Here are the Löwdin charges for atoms 1 to 5, given in e: -0.086, -0.218, -0.169, -0.087, 0.161

No. 6
A 2-piece molecular cluster, C5H8BF6N2O2P overall in a non-equilibrium geometry. Source: the Open Molecules 2025 dataset; level of theory: the ωB97M-V functional and the def2-TZVPD basis.

Structure (ORCA input):
```
! RIJCOSX wB97M-V def2-TZVPD def2/J DEFGRID3
* xyz 0 1
C 2.0653 -0.4900 -1.5313
O 1.6316 0.2678 -0.3733
B 0.5476 1.1368 -0.6556
O 0.7155 2.5558 -0.5339
C -0.9585 0.5984 -1.0749
C -1.4977 -0.5391 -0.1952
C -2.9556 -0.9477 -0.6393
C -3.4236 -0.0838 -1.8381
N -2.7839 0.9139 -2.5698
N -1.5589 1.2436 -2.1795
H 2.5261 -1.4664 -1.1290
H 1.1979 -0.7684 -2.2214
H 2.8815 0.0418 -2.1472
H 0.0519 3.0193 -1.0840
H -0.9638 -1.0244 0.6918
H -3.5613 -1.7458 -0.1063
H -4.4964 -0.3100 -2.1879
H -1.0686 2.0056 -2.6857
F 2.4844 -0.6578 4.5951
P 1.6654 -0.6286 3.2111
F 2.1618 -1.3062 1.8351
F 0.9173 0.6786 3.7799
F 0.1612 -0.7346 2.6144
F 1.4558 -2.1260 3.7619
F 2.8049 0.3673 2.6630
*
```

The calculation puts the highest occupied orbital energy at -0.3547 hartree. The value obtained for the LUMO energy is -0.124 hartree.

Here are the Löwdin charges for atoms 1 to 5, given in e: -0.064, -0.009, -0.467, 0.156, 0.016